Below is a molecular structure, C28H29N6OReSSe2, with properties calculated with ωB97M-V with the def2-TZVPD basis set.

The total energy comes out at -184129.3179 eV. The value obtained for the relative energy (zero: lowest compared OMol25 entry of this formula, charge and spin) is 13.4 kcal/mol. The calculation puts the molar mass at 841.775 g/mol. As for the total charge: +3. The gap between HOMO and LUMO (alpha / beta) is 5.3 / 5.6 eV. As for the spin multiplicity: 2.

Each line ends with the Löwdin charge.
Element x y z (Å)
Re -0.6573 -0.8523 0.2048  1.41
O -4.0150 -3.0056 -0.4051  0.20
C -2.8768 -2.6857 -0.2562  -0.39
N -2.4790 -1.3692 0.1659  -0.15
C -3.4206 -0.7299 1.0930  -0.11
C -2.6506 -0.5243 2.3722  -0.21
C -3.2546 -0.2817 3.5906  0.04
C -2.4634 -0.1647 4.7203  0.02
C -1.0845 -0.2922 4.5967  0.00
C -0.5448 -0.5138 3.3518  -0.08
N -1.3083 -0.6229 2.2452  -0.04
C -1.6977 -3.5778 -0.3970  -0.20
C -1.8294 -4.8710 -0.8443  0.07
C -0.6892 -5.6664 -0.9017  0.03
C 0.5186 -5.1171 -0.5145  0.02
C 0.5642 -3.7985 -0.0861  -0.11
N -0.5241 -3.0255 -0.0102  -0.09
H -4.3003 -1.3575 1.2404  0.14
H -3.7600 0.2289 0.6970  0.10
H -4.3320 -0.2111 3.6508  0.14
H -2.9147 0.0071 5.6877  0.14
H -0.4370 -0.2263 5.4586  0.13
H 0.5219 -0.6204 3.2203  0.11
H -2.8081 -5.2350 -1.1270  0.15
H -0.7474 -6.6901 -1.2456  0.14
H 1.4328 -5.6924 -0.5482  0.14
H 1.5098 -3.3527 0.1685  0.07
C 5.0406 -1.3598 -1.4626  -0.36
Se 3.2201 -1.7846 -1.9985  0.94
C 2.6103 0.0620 -2.1823  -0.55
C 1.3032 0.1451 -2.9475  -0.47
Se -0.0409 -1.1366 -2.3129  0.96
C -1.5424 -0.4555 -3.3487  -0.30
H 5.0423 -0.7183 -0.5842  0.01
H 5.5572 -0.8815 -2.2900  0.04
H 5.5292 -2.3024 -1.2285  0.03
H 3.3649 0.6121 -2.7466  0.09
H 2.5235 0.5212 -1.1979  0.04
H 1.4353 -0.1570 -3.9873  0.09
H 0.8534 1.1384 -2.9175  0.08
H -1.3392 -0.7011 -4.3886  0.05
H -1.6379 0.6162 -3.2030  0.01
H -2.4399 -0.9715 -3.0158  0.04
N 0.4638 3.2280 0.2993  0.18
C -0.3763 4.0722 -0.4908  -0.22
C 0.0127 5.3785 -0.7191  0.01
C -0.7791 6.1916 -1.5211  -0.02
C -1.9346 5.6849 -2.0957  -0.02
C -2.3115 4.3642 -1.8718  -0.07
C -1.5319 3.5621 -1.0566  -0.44
S -2.1032 1.9265 -0.6949  1.05
N -0.6999 1.2056 0.0358  -0.41
C 0.3218 1.9217 0.4571  -0.30
C 1.4249 1.1463 1.0907  -0.20
C 2.4693 1.7225 1.7795  0.04
C 3.4859 0.9050 2.2721  0.03
C 3.4179 -0.4521 2.0367  0.01
C 2.3307 -0.9590 1.3376  -0.12
N 1.3326 -0.1927 0.8851  -0.06
H 1.3155 3.6580 0.6276  0.15
H 0.9221 5.7669 -0.2771  0.13
H -0.4868 7.2173 -1.6944  0.13
H -2.5524 6.3149 -2.7196  0.13
H -3.2187 3.9778 -2.3185  0.12
H 2.5135 2.7871 1.9591  0.13
H 4.3112 1.3360 2.8226  0.14
H 4.1848 -1.1273 2.3893  0.14
H 2.2554 -2.0146 1.1514  0.09